[1]
{
  "formula": "C13H18ClIN2O2PSZr",
  "method": "wB97M-V/def2-TZVPD",
  "species": ["C", "C", "H", "H", "H", "O", "I", "Zr", "P", "C", "C", "H", "H", "H", "C", "H", "H", "H", "H", "H", "H", "C", "O", "Cl", "N", "C", "N", "C", "C", "C", "C", "C", "C", "S", "H", "H", "H", "H", "H", "H"],
  "xyz": [[-0.01, 0.08, -1.93], [-1.22, -0.51, -2.60], [0.52, 0.85, -2.53], [0.76, -0.69, -1.71], [-0.28, 0.54, -0.95], [-2.19, 0.17, -2.90], [-2.30, -2.25, -0.84], [0.81, 0.07, 1.94], [-0.78, -2.21, -3.31], [-2.38, -3.03, -3.46], [-0.47, -1.64, -5.02], [1.48, -2.60, -2.45], [0.81, -3.90, -3.46], [0.24, -3.74, -1.76], [0.57, -3.19, -2.66], [0.59, -1.34, -5.15], [-0.69, -2.50, -5.66], [-2.43, -3.52, -4.42], [-3.18, -2.28, -3.33], [-1.14, -0.79, -5.26], [-2.43, -3.80, -2.68], [-1.19, 0.55, 1.17], [-2.17, 1.04, 0.75], [2.37, -0.27, 0.23], [0.62, 3.70, 0.43], [1.05, 3.36, 1.67], [1.24, 2.06, 1.96], [1.44, 1.77, 3.37], [1.27, 0.43, 3.99], [0.84, 0.39, 5.33], [0.76, 1.57, 6.03], [0.94, 2.84, 5.47], [1.22, 2.94, 4.12], [0.96, 4.36, 3.07], [0.37, 2.96, -0.21], [0.29, 4.65, 0.32], [1.59, -0.64, 3.62], [0.69, -0.62, 5.69], [0.59, 1.48, 7.09], [0.82, 3.74, 6.05]],
  "lowdin_charge": [-0.1459, -0.7733, 0.1271, -0.0110, 0.0004, 0.0233, 0.8692, 1.3151, 0.7578, -0.3408, -0.1511, 0.0708, 0.0860, 0.0503, -0.1848, 0.0777, 0.0733, 0.0785, 0.0499, 0.0857, -0.0165, -0.1585, 0.1195, 0.1903, 0.2058, -0.5732, -0.1589, -0.2670, -0.2116, 0.0097, 0.0187, 0.0351, -0.3755, 1.2565, 0.1230, 0.1500, 0.1416, 0.1532, 0.1467, 0.1531],
  "orbital_gap_ev": [3.93, 4.06],
  "de_lowest_ev": 2.794,
  "max_force_ev_per_a": 6.88,
  "lumo_energy_ev": [-12.722, -12.707],
  "homo_ha": [-0.6121, -0.6162],
  "charge": 3
}


[2]
{
  "formula": "C13H18F6GaNO5S9Si",
  "method": "wB97M-V/def2-TZVPD",
  "species": ["Ga", "C", "C", "S", "C", "C", "S", "H", "H", "H", "H", "H", "H", "F", "C", "F", "F", "S", "O", "O", "N", "S", "O", "O", "C", "F", "F", "F", "C", "S", "C", "C", "S", "S", "C", "S", "S", "H", "H", "H", "C", "Si", "C", "C", "O", "H", "H", "H", "H", "H", "H", "H", "H", "H"],
  "xyz": [[-0.60, 0.62, -0.10], [-3.91, -2.19, -1.19], [-2.84, -1.09, -1.06], [-1.68, -1.42, 0.11], [-3.01, 0.05, -1.84], [-4.20, 0.35, -2.71], [-1.76, 1.20, -1.91], [-3.56, -2.97, -0.52], [-4.02, -2.61, -2.21], [-4.88, -1.79, -0.83], [-4.10, 1.13, -3.45], [-5.07, 0.57, -2.10], [-4.41, -0.54, -3.31], [1.99, 3.04, 1.87], [2.70, 2.98, 0.74], [2.25, 3.95, -0.06], [4.02, 3.26, 0.98], [2.62, 1.37, -0.20], [1.15, 1.36, -0.57], [3.53, 1.45, -1.29], [2.98, 0.08, 0.66], [2.04, -0.79, 1.62], [0.67, -0.28, 1.56], [2.23, -2.15, 1.49], [2.55, -0.37, 3.36], [1.95, -1.23, 4.19], [2.15, 0.92, 3.64], [3.86, -0.46, 3.60], [3.26, -2.96, -1.49], [4.22, -4.48, -1.81], [2.95, -5.66, -1.53], [2.17, -5.98, -2.63], [2.04, -5.05, -4.09], [1.18, -7.41, -2.38], [1.37, -7.59, -0.64], [0.30, -8.33, 0.39], [2.77, -6.49, -0.05], [3.94, -2.17, -1.88], [3.10, -2.94, -0.39], [2.33, -2.97, -2.09], [-1.22, 4.34, -0.28], [-1.41, 3.50, 1.29], [-3.23, 3.67, 1.80], [-0.48, 4.69, 2.42], [-0.98, 1.93, 1.16], [-1.33, 5.38, -0.12], [-1.75, 4.02, -1.17], [-0.18, 4.26, -0.66], [-3.74, 4.46, 1.26], [-3.33, 3.82, 2.88], [-3.83, 2.76, 1.65], [-1.12, 5.48, 2.67], [0.48, 5.10, 1.92], [-0.15, 4.19, 3.33]],
  "lowdin_charge": [-0.0460, -0.1467, -0.8094, 0.7611, -0.7735, -0.1466, 0.7434, 0.0298, 0.0761, 0.0786, 0.0487, 0.0702, 0.0657, 0.1471, -0.6103, 0.1340, 0.0996, 0.7035, -0.3218, -0.2293, -0.2633, 0.6116, -0.3576, -0.2118, -0.6129, 0.1383, 0.0906, 0.1359, -0.4001, 0.7220, -1.1204, -1.2356, 0.3356, 0.8219, -1.4136, 0.4041, 0.8200, 0.0367, 0.0039, 0.0221, -0.1968, 0.2718, -0.1641, -0.1790, -0.3172, 0.0189, 0.0076, 0.0346, 0.0188, 0.0115, 0.0259, -0.0060, 0.0515, 0.0207],
  "orbital_gap_ev": 5.72,
  "de_lowest_ev": 0.000,
  "max_force_ev_per_a": 4.71,
  "lumo_energy_ev": 4.098,
  "homo_ha": -0.0598,
  "charge": -2
}


[3]
{
  "formula": "C13H18NO",
  "method": "wB97M-V/def2-TZVPD",
  "species": ["C", "C", "C", "C", "C", "C", "C", "C", "C", "C", "C", "C", "C", "N", "O", "H", "H", "H", "H", "H", "H", "H", "H", "H", "H", "H", "H", "H", "H", "H", "H", "H", "H"],
  "xyz": [[0.61, 0.05, 3.06], [1.88, 0.09, 2.53], [-0.59, 0.16, 2.39], [1.93, 0.12, 1.12], [-0.52, 0.20, 0.98], [0.76, 0.01, 0.35], [-1.83, 0.73, 0.13], [0.75, -0.33, -1.05], [-2.00, 2.16, 0.68], [-3.08, -0.27, 0.44], [-0.13, -1.45, -1.46], [2.89, -1.14, -2.20], [1.84, -0.02, -2.00], [-1.55, 0.93, -1.30], [-2.07, 0.01, -2.06], [0.58, 0.00, 4.13], [2.83, 0.14, 3.19], [-1.49, 0.40, 2.99], [2.96, 0.10, 0.71], [-0.94, 2.66, 0.64], [-2.31, 2.40, 1.70], [-2.58, 2.71, -0.07], [-2.84, -1.27, 0.09], [-3.90, 0.27, -0.20], [-3.35, -0.19, 1.43], [0.31, -2.17, -2.27], [-1.12, -1.02, -1.82], [-0.52, -2.01, -0.62], [3.71, -0.88, -2.84], [2.46, -2.06, -2.66], [3.37, -1.41, -1.25], [1.52, 0.22, -3.04], [2.42, 0.87, -1.69]],
  "lowdin_charge": [-0.1817, -0.1235, -0.0705, -0.0505, -0.0860, -0.1763, -0.4770, -0.2642, -0.0883, -0.0237, -0.0848, -0.1302, -0.2375, -0.0998, -0.2583, 0.0755, 0.1158, 0.1131, 0.1005, 0.1133, 0.0573, 0.0615, 0.0570, 0.1033, 0.0126, 0.0993, 0.0044, 0.0650, 0.0439, 0.0629, 0.0528, 0.1120, 0.1022],
  "orbital_gap_ev": [5.80, 5.97],
  "de_lowest_ev": 0.922,
  "max_force_ev_per_a": 5.25,
  "lumo_energy_ev": [3.546, 3.552],
  "homo_ha": [-0.0829, -0.0890],
  "charge": -1
}


[4]
{
  "formula": "C13H19AlCl21FNO2",
  "method": "wB97M-V/def2-TZVPD",
  "species": ["C", "C", "C", "C", "Al", "C", "O", "N", "C", "O", "F", "H", "H", "H", "H", "H", "H", "H", "H", "H", "H", "H", "H", "C", "Cl", "Cl", "Cl", "H", "C", "Cl", "Cl", "Cl", "H", "C", "Cl", "Cl", "Cl", "H", "C", "Cl", "Cl", "Cl", "H", "C", "Cl", "Cl", "Cl", "H", "C", "Cl", "Cl", "Cl", "H", "C", "Cl", "Cl", "Cl", "H"],
  "xyz": [[-3.63, -0.46, 0.02], [-2.24, -1.27, -0.28], [-0.93, -0.23, -0.41], [-0.41, 0.01, 1.13], [-1.73, 1.49, -1.28], [-0.32, 2.65, -2.22], [0.59, 3.39, -1.53], [-0.28, 2.74, -3.74], [0.43, 1.55, -4.36], [1.71, 1.22, -4.13], [-0.36, 0.71, -5.33], [-4.40, -1.20, 0.54], [-4.19, -0.10, -0.97], [-3.51, 0.44, 0.80], [-2.32, -1.85, -1.32], [-2.10, -2.06, 0.57], [-0.10, -0.66, -1.14], [-0.82, 0.98, 1.63], [0.78, 0.05, 1.22], [-0.73, -0.91, 1.82], [-2.54, 2.33, -0.19], [-2.76, 0.94, -2.39], [-1.26, 2.79, -4.09], [3.59, 1.56, 1.37], [3.55, -0.21, 1.27], [2.21, 2.26, 0.50], [3.58, 2.09, 3.06], [4.51, 1.91, 0.90], [-0.28, -4.08, -2.63], [-1.29, -5.06, -1.56], [-1.22, -2.75, -3.33], [1.13, -3.46, -1.76], [0.07, -4.72, -3.45], [-6.35, 2.77, 1.25], [-6.22, 2.13, -0.40], [-7.64, 1.95, 2.14], [-4.80, 2.60, 2.10], [-6.59, 3.83, 1.19], [3.50, -1.56, 4.90], [5.02, -2.39, 4.55], [2.12, -2.63, 4.61], [3.49, -0.97, 6.57], [3.42, -0.70, 4.23], [8.11, 2.18, 0.76], [6.50, 1.94, 1.47], [8.36, 1.09, -0.61], [8.32, 3.87, 0.26], [8.85, 1.95, 1.53], [-0.68, 5.75, 0.38], [-1.70, 4.77, 1.45], [-1.62, 7.08, -0.32], [0.73, 6.37, 1.25], [-0.33, 5.11, -0.44], [-1.37, -9.09, -1.04], [-0.47, -8.12, -2.22], [-2.57, -8.09, -0.20], [-2.15, -10.46, -1.84], [-0.67, -9.47, -0.30]],
  "lowdin_charge": [-0.2268, -0.3058, -0.3914, -0.1904, 0.2914, -0.2939, -0.2025, 0.0557, -0.2276, -0.0078, -0.0582, 0.0747, 0.0360, 0.0253, 0.0305, 0.0888, 0.0605, 0.0607, 0.0008, 0.0694, -0.0858, -0.0659, 0.1094, -1.5611, 0.5383, 0.6189, 0.5139, -0.1135, -1.5057, 0.4766, 0.5642, 0.5275, 0.0119, -1.5242, 0.5309, 0.4947, 0.5205, 0.0150, -1.5505, 0.5000, 0.5158, 0.5045, -0.0423, -1.5020, 0.6058, 0.5268, 0.5233, 0.0181, -1.5307, 0.4970, 0.4964, 0.5012, -0.0210, -1.5297, 0.4959, 0.5117, 0.5065, 0.0182],
  "orbital_gap_ev": 7.12,
  "max_force_ev_per_a": 9.49,
  "lumo_energy_ev": 1.854,
  "homo_ha": -0.1934,
  "charge": -1
}


[5]
{
  "formula": "C13H19IN5O7",
  "method": "wB97M-V/def2-TZVPD",
  "species": ["C", "C", "O", "C", "N", "C", "N", "C", "N", "I", "C", "C", "N", "N", "H", "H", "H", "H", "H", "H", "H", "H", "H", "H", "H", "C", "C", "O", "C", "O", "O", "H", "H", "H", "H", "C", "C", "O", "C", "O", "O", "H", "H", "H", "H"],
  "xyz": [[-1.15, 2.53, 1.33], [-1.09, 1.87, -0.03], [-0.25, 2.49, -1.01], [0.87, 1.91, -1.28], [1.88, 1.41, -1.49], [-2.51, 1.49, -0.51], [-2.75, 0.06, -0.19], [-1.57, -0.42, 0.33], [-1.40, -1.57, 0.90], [-2.95, -2.91, 1.10], [-0.11, -2.00, 1.46], [0.63, -3.03, 0.63], [1.28, -3.96, 1.17], [-0.55, 0.48, 0.17], [-1.85, 1.96, 1.94], [-1.47, 3.56, 1.23], [-0.19, 2.53, 1.85], [-3.29, 2.05, 0.00], [-2.56, 1.72, -1.57], [-3.43, 0.11, 0.56], [-0.34, -2.46, 2.41], [0.55, -1.16, 1.67], [0.60, -3.01, -0.46], [1.25, -3.90, 2.19], [-0.06, 0.53, 1.08], [3.30, 3.74, 2.50], [4.29, 2.78, 1.87], [3.77, 1.50, 2.26], [2.46, 1.65, 2.51], [1.71, 0.73, 2.69], [2.10, 2.94, 2.53], [3.15, 4.64, 1.92], [3.57, 4.01, 3.52], [4.30, 2.84, 0.78], [5.31, 2.91, 2.24], [-0.38, -3.02, -3.67], [-1.55, -2.74, -4.60], [-2.67, -2.85, -3.70], [-2.24, -2.62, -2.46], [-2.95, -2.47, -1.51], [-0.89, -2.58, -2.40], [0.52, -2.48, -3.94], [-0.15, -4.09, -3.60], [-1.53, -1.73, -5.01], [-1.64, -3.45, -5.41]],
  "lowdin_charge": [0.0408, -0.3990, 0.0884, -0.3389, 0.1893, -0.0447, 0.1075, -0.4153, -0.3735, 1.2276, -0.2113, -0.2164, 0.1234, 0.1723, 0.1091, 0.1127, 0.0767, 0.1337, 0.1381, 0.1321, 0.1032, 0.1022, 0.0981, 0.0594, 0.1133, -0.0915, -0.0918, 0.0870, -0.5752, 0.1274, 0.0436, 0.1368, 0.1381, 0.1359, 0.1385, -0.0881, -0.0895, 0.0887, -0.5782, -0.1003, 0.0339, 0.1390, 0.1401, 0.1371, 0.1395],
  "orbital_gap_ev": 8.58,
  "max_force_ev_per_a": 3.14,
  "lumo_energy_ev": -3.770,
  "homo_ha": -0.4540,
  "charge": 1
}


[6]
{
  "formula": "C13H19N",
  "method": "wB97M-V/def2-TZVPD",
  "species": ["C", "C", "C", "N", "C", "C", "C", "C", "C", "C", "H", "H", "H", "H", "H", "H", "H", "H", "H", "C", "C", "C", "C", "H", "H", "H", "H", "H", "H", "H", "H", "H", "H"],
  "xyz": [[1.81, 2.52, 0.11], [0.37, 2.19, 0.18], [-0.62, 2.67, 0.96], [-1.91, 2.38, 0.61], [-1.80, 1.50, -0.49], [-2.61, 1.04, -1.49], [-2.09, 0.29, -2.47], [-0.83, -0.34, -2.37], [0.06, 0.16, -1.40], [-0.40, 1.18, -0.54], [2.64, 2.86, 0.86], [1.85, 3.29, -0.65], [2.36, 1.74, -0.45], [-0.52, 3.52, 1.65], [-2.64, 3.07, 0.82], [-3.68, 1.26, -1.36], [-2.79, 0.00, -3.26], [-0.52, -1.17, -3.15], [1.00, -0.34, -1.50], [2.39, -2.47, 2.47], [1.70, -3.29, 1.44], [0.21, -3.17, 1.74], [1.87, -2.78, 0.03], [1.65, -1.87, 3.15], [3.01, -1.69, 2.04], [3.23, -2.81, 3.03], [2.13, -4.36, 1.39], [-0.03, -2.70, 2.65], [-0.30, -2.65, 0.86], [-0.31, -4.20, 1.75], [1.46, -1.69, -0.21], [2.97, -2.54, -0.24], [1.49, -3.42, -0.71]],
  "lowdin_charge": [-0.0580, -0.2218, -0.1147, 0.0733, -0.1891, -0.0758, -0.1354, -0.0841, -0.0487, -0.1288, 0.1132, 0.0696, 0.0713, 0.1271, 0.1537, 0.1259, 0.1042, 0.1408, 0.0716, -0.1100, -0.4958, -0.0985, -0.1298, 0.1110, 0.0563, 0.0588, 0.1570, 0.0350, 0.0895, 0.0988, 0.0854, 0.0997, 0.0485],
  "orbital_gap_ev": 8.71,
  "de_lowest_ev": 3.584,
  "smiles": "Cc1c[nH]c2ccccc12.CC(C)C",
  "max_force_ev_per_a": 5.21,
  "lumo_energy_ev": 0.897,
  "homo_ha": -0.2869
}